[1]
Below is a 2-piece molecular cluster, C3H8IN2 overall in a non-equilibrium geometry, with properties calculated with ωB97M-V/def2-TZVPD.

Computed properties:
**Charge**: +1
**Relative energy (zero: lowest compared OMol25 entry of this formula, charge and spin)**: 54.2 kcal per mole
**Kohn-Sham gap**: 9.22 eV
**Electronic energy**: -14312.089 eV
**HOMO energy**: -0.503 Eh

Cartesian coordinates (Å):
H: 0.19673 -0.78562 3.68577
H: -1.63865 -0.16182 -1.41106
H: 0.46096 0.86677 2.88574
H: 0.61542 -1.03136 -1.39516
N: 0.22804 -0.10513 2.77309
H: -1.20364 1.22998 -2.32917
I: -0.57329 -2.70049 1.59373
C: -0.07576 -0.62454 1.63844
H: 0.70405 1.69770 -0.95623
H: 1.23713 0.34662 -2.63716
H: 0.02851 0.01804 0.54120
C: -0.79487 0.45025 -1.74977
N: 0.19744 0.86126 -0.80775
C: 0.61794 -0.06167 -1.83167

[2]
Below is a 2-piece molecular cluster, C3H8IN2O overall in a non-equilibrium geometry, with properties calculated with ωB97M-V/def2-TZVPD.

Computed properties:
**Charge**: +1
**Relative energy (zero: lowest compared OMol25 entry of this formula, charge and spin)**: 69.3 kcal per mole
**Kohn-Sham gap**: 8.95 eV
**Electronic energy**: -16359.179 eV
**HOMO energy**: -0.477 Eh

Cartesian coordinates (Å):
C: 0.19099 0.94995 -0.28019
H: 1.21762 -1.67883 -0.05840
H: -0.57898 -2.24817 -0.54544
C: 0.32642 -1.62839 -0.83255
N: -2.42659 3.44960 0.49809
H: -2.78649 3.41677 -0.45987
I: 0.45052 2.83144 -0.03407
C: 1.92723 -1.33028 -2.55959
O: 0.55189 -1.73799 -2.19066
H: 1.93192 -1.41020 -3.66238
H: 2.17836 -0.37070 -2.18060
N: 0.11103 -0.16606 -0.55759
H: -2.12869 4.41102 0.55392
H: 2.61024 -2.06257 -2.29562
H: -2.97076 3.22987 1.38134

[3]
Below is one molecule with the formula C3H8INOS in a non-equilibrium geometry, with properties calculated with ωB97M-V/def2-TZVPD.

Computed properties:
**Relative energy (zero: lowest compared OMol25 entry of this formula, charge and spin)**: 9.0 kcal per mole
**Kohn-Sham gap (spin up / spin down)**: 7.40 / 7.40 eV
**Electronic energy**: -25712.997 eV
**HOMO energy (spin up / spin down)**: -0.304 / -0.304 Eh

Cartesian coordinates (Å):
H: 0.00675 -1.16421 -1.67793
H: -0.78959 1.06934 1.09990
I: 4.24281 -0.08673 -0.54902
S: 2.19446 -1.18964 0.45397
C: -0.60163 -1.47958 0.62506
H: -1.66219 -1.15653 0.42720
H: -0.44394 -2.49506 0.07250
H: 0.48776 1.83254 0.05958
C: 0.23106 1.02218 0.74748
H: 0.85819 0.24526 -1.68582
O: 2.20740 -0.86798 1.91759
H: -0.39612 -1.56311 1.71499
C: 0.21987 -0.35580 0.02688
H: 0.89446 0.98206 1.63276
N: 0.07188 -0.24608 -1.35246